# 1
60
Properties=species:S:1:pos:R:3:forces:R:3 method="wB97M-V/def2-TZVPD" gap_ev=5.82
C 3.4533 -1.8760 -0.2011 -0.19 -0.16 0.28
C 2.3798 -1.9395 -1.2780 0.29 0.64 0.86
I 2.1453 -4.0273 -1.8197 0.06 0.18 -0.42
C 1.1236 -1.2722 -0.7518 -0.02 0.15 0.09
C -0.0614 -1.2361 -1.7138 0.23 0.04 -0.67
C -0.2425 0.1703 -2.3264 0.41 0.08 0.46
O -1.5885 0.5485 -2.5694 -0.20 -0.74 -0.25
C -2.5691 0.3554 -1.5792 -0.06 0.66 0.05
C -2.2081 -0.6333 -0.4354 -0.18 0.44 -0.41
C -1.5169 0.0421 0.7675 0.02 -0.56 0.06
C -0.8830 1.4390 0.6507 0.38 0.51 0.37
N 0.5010 1.5233 1.1015 0.22 -0.08 -0.17
C -3.5977 -1.2118 -0.0150 0.16 -0.04 0.23
F -4.4140 -0.1470 0.1207 0.00 -0.02 0.00
F -4.1008 -1.9732 -1.0218 0.07 -0.03 0.04
C -3.7483 -2.0444 1.3394 -0.23 -0.01 -0.37
F -2.5912 -2.2002 1.9880 0.05 -0.04 0.05
F -4.2432 -3.2485 1.0754 0.04 -0.15 -0.01
F -4.5974 -1.4298 2.1479 0.03 0.15 0.17
N -1.4084 -1.7101 -1.1816 0.05 -0.06 0.35
S -1.3346 -3.2909 -0.3561 0.01 0.12 0.18
H 3.0233 -2.1508 0.7660 0.02 -0.07 -0.03
H 4.2832 -2.5526 -0.3910 0.12 0.20 -0.14
H 3.7939 -0.8432 -0.1212 0.04 -0.02 -0.08
H 2.7367 -1.3908 -2.1508 -0.12 -0.56 -0.35
H 1.4620 -0.2308 -0.6128 -0.07 0.02 0.08
H 0.8895 -1.6670 0.2377 -0.14 -0.15 -0.10
H 0.1546 -1.9372 -2.5259 -0.30 -0.22 0.11
H 0.2527 0.1688 -3.2968 -0.11 0.10 -0.01
H 0.3367 0.8692 -1.7119 -0.28 0.52 -0.22
H -2.8362 1.3105 -1.1226 0.06 -0.04 0.08
H -3.4630 0.0027 -2.0982 0.07 -0.07 -0.05
H -2.2872 0.1085 1.5389 0.07 0.04 -0.11
H -0.7879 -0.6533 1.1901 0.02 0.01 -0.03
H -0.9351 1.8893 -0.3419 -0.04 -0.18 -0.08
H -1.4701 2.0907 1.3073 -0.27 -0.04 -0.20
H 0.8170 0.6582 1.5202 0.01 0.04 0.07
H 1.1285 1.7717 0.2904 -0.14 -0.06 0.02
H -1.9665 -1.8756 -2.0218 -0.06 0.01 0.03
H -1.2157 -3.9603 -1.5055 0.09 -0.06 -0.17
Br -4.0452 4.9445 1.5583 -0.04 -0.04 0.00
C -4.0643 4.4904 3.4469 0.05 0.10 -0.11
C -3.0657 3.4124 3.7706 0.03 -0.08 0.04
Br -3.6826 1.6672 3.1732 -0.13 0.02 0.10
H -5.0806 4.1977 3.6885 0.00 -0.01 0.04
H -3.8107 5.4066 3.9745 0.02 -0.01 0.01
H -2.9316 3.3229 4.8457 -0.03 0.01 0.01
H -2.1036 3.5802 3.2959 0.01 0.02 -0.01
O 1.7192 1.9447 -1.3087 -0.01 -0.31 0.19
H 2.3271 2.6616 -1.5094 -0.03 -0.08 0.05
Li 1.4755 -6.6453 -2.3435 -0.02 -0.27 -0.90
Br 5.1209 0.8367 -2.1575 0.03 0.07 0.00
C 6.2015 1.6408 -0.7555 0.06 -0.13 -0.13
C 5.9716 0.9942 0.5859 -0.10 0.15 0.13
Br 4.2821 1.5529 1.3688 0.00 -0.07 -0.02
H 5.9586 2.6981 -0.7466 -0.01 0.01 0.02
H 7.2335 1.5041 -1.0699 0.02 0.00 0.04
H 6.7394 1.3031 1.2913 0.04 0.01 -0.03
H 5.9544 -0.0895 0.5214 0.04 -0.01 -0.02
Cl 1.3864 -6.8694 -4.5219 -0.04 0.06 0.93


# 2
61
Properties=species:S:1:pos:R:3:forces:R:3 method="wB97M-V/def2-TZVPD" total_charge=+1 relative_energy_kcal_mol=0.0 gap_ev=7.58
Ga -0.3985 0.0460 0.3585 0.27 0.10 -0.19
N 3.5727 -6.4781 0.4520 0.00 -0.01 0.01
C 3.2326 -5.1628 0.3940 0.00 -0.03 0.00
C 1.9256 -4.7822 0.0393 0.00 0.02 0.00
C 1.5747 -3.4554 -0.0068 -0.01 0.02 0.02
C 2.5278 -2.4826 0.3021 0.05 -0.09 0.04
C 3.8246 -2.8398 0.6687 -0.01 -0.01 -0.01
C 4.1722 -4.1692 0.7130 0.00 0.03 0.00
S 2.0998 -0.8207 0.2650 0.00 -0.05 -0.12
O 3.2618 0.0046 0.2266 -0.04 0.03 -0.03
O 1.0810 -0.6252 -0.8319 0.00 0.07 0.03
N 1.0596 -0.4452 1.4531 -0.24 0.02 0.29
C 1.2894 -0.4603 2.8201 0.03 -0.08 -0.10
N 2.4800 -0.8553 3.2477 -0.02 0.01 0.05
C 2.6380 -0.8583 4.5701 0.00 0.02 -0.01
C 1.6322 -0.4730 5.4394 0.00 -0.01 -0.01
C 0.4328 -0.0866 4.8650 0.01 0.02 -0.01
N 0.2420 -0.0770 3.5481 0.03 -0.01 0.04
H 2.9522 -7.1732 0.0788 0.00 0.00 0.00
H 4.5358 -6.7425 0.5532 0.00 0.01 0.00
H 1.1959 -5.5425 -0.2076 0.00 0.00 0.00
H 0.5698 -3.1702 -0.2913 0.00 0.00 0.00
H 4.5464 -2.0728 0.9114 -0.01 0.01 0.00
H 5.1783 -4.4554 0.9916 0.00 0.00 0.00
H 3.6067 -1.1766 4.9371 0.00 -0.01 -0.01
H 1.7741 -0.4751 6.5092 0.00 0.00 0.00
H -0.4051 0.2296 5.4755 -0.01 0.00 -0.01
C -6.8123 -2.3664 4.2401 -0.02 -0.01 0.01
C -5.8389 -1.9976 3.1586 0.00 0.00 0.01
C -6.2167 -1.9990 1.8215 0.01 0.01 -0.02
C -5.3133 -1.6663 0.8219 -0.02 -0.01 0.02
C -4.0194 -1.3287 1.1813 0.00 0.00 0.07
C -3.6096 -1.3159 2.5129 -0.01 0.01 -0.01
C -4.5247 -1.6498 3.4885 0.00 0.00 0.00
S -2.8763 -0.9201 -0.0692 0.14 -0.16 -0.12
O -1.6235 -1.6939 0.1772 -0.07 -0.04 -0.02
O -3.5038 -1.0192 -1.3456 -0.02 0.03 0.01
N -2.2308 0.5184 0.2507 -0.12 0.11 0.18
C -2.5587 1.8039 -0.1825 0.12 -0.05 -0.05
C -3.7888 2.3258 -0.4539 -0.02 0.05 0.00
C -3.8996 3.6782 -0.8611 -0.01 -0.03 0.01
C -2.8053 4.4833 -0.9845 0.02 -0.01 0.01
C -1.5136 3.9609 -0.7200 -0.01 0.06 -0.01
C -0.3133 4.6964 -0.8374 -0.02 0.00 0.00
C 0.8918 4.0954 -0.5888 -0.01 -0.05 0.01
C 0.9181 2.7412 -0.2265 0.04 0.03 -0.02
N -0.1871 2.0346 -0.0986 -0.07 0.06 -0.04
C -1.4002 2.6212 -0.3306 -0.01 -0.06 0.00
H -7.7890 -2.6146 3.8299 0.00 0.00 0.00
H -6.9378 -1.5437 4.9453 0.01 0.00 0.00
H -6.4511 -3.2273 4.8041 0.00 0.00 0.00
H -7.2303 -2.2678 1.5535 0.00 0.00 0.00
H -5.6025 -1.6773 -0.2197 0.01 0.01 -0.01
H -2.5930 -1.0496 2.7768 0.01 0.00 0.00
H -4.2216 -1.6467 4.5283 0.00 0.00 0.00
H -4.6766 1.7145 -0.3606 0.00 0.00 0.00
H -4.8833 4.0744 -1.0728 0.00 0.00 0.00
H -2.9059 5.5161 -1.2898 0.00 0.00 0.00
H -0.3587 5.7377 -1.1314 0.00 0.00 0.00
H 1.8224 4.6358 -0.6779 0.00 0.00 0.00
H 1.8546 2.2241 -0.0480 -0.01 0.00 0.00